Here is 7 unconnected molecules or ions with the total composition C32H31F6O23P in a non-equilibrium geometry from the Open Molecules 2025 dataset. Energies are from ωB97M-V/def2-TZVPD.

XYZ file:
```
93
Properties=species:S:1:pos:R:3:lowdin_charge:R:1
C -2.654 1.242 1.410 -0.29
P -0.822 0.971 1.780 0.93
O -0.744 -0.655 2.416 -0.34
C 0.203 0.862 0.170 -0.20
C 1.507 1.455 0.072 -0.11
C 2.174 2.276 1.260 -0.14
C 3.577 1.686 1.781 -0.07
C 3.855 0.168 1.384 -0.39
O 3.211 -0.787 1.866 0.07
O 4.940 -0.071 0.460 0.00
C 2.307 1.300 -1.319 -0.23
O 3.115 2.172 -1.756 0.03
C 1.998 -0.018 -2.174 -0.05
C 3.011 -0.726 -3.100 0.01
C 2.549 -2.008 -3.883 -0.02
C 1.097 -2.587 -3.782 -0.01
C 0.070 -1.870 -2.846 0.03
C 0.572 -0.635 -2.070 -0.05
C -0.445 0.085 -1.072 -0.30
O -1.672 0.030 -1.336 0.02
H -3.260 1.305 2.381 0.04
H -2.827 2.114 0.694 0.05
H -3.034 0.299 0.866 0.05
H -0.565 -1.199 1.617 0.04
H 1.500 2.449 2.162 0.08
H 2.405 3.329 0.836 0.13
H 4.480 2.355 1.517 0.11
H 3.530 1.710 2.937 0.14
H 5.457 -0.845 0.806 0.13
H 4.071 -0.329 -3.199 0.09
H 3.266 -2.598 -4.561 0.08
H 0.753 -3.531 -4.345 0.08
H -1.015 -2.228 -2.724 0.10
C 6.775 1.531 -1.519 -0.08
C 6.925 2.702 -0.600 -0.32
O 8.310 2.977 -0.652 0.14
C 8.714 2.575 -1.891 -0.53
O 9.752 2.892 -2.394 0.17
O 7.787 1.773 -2.487 0.08
F 6.601 2.369 0.673 0.06
H 6.968 0.577 -1.024 0.14
H 5.789 1.491 -1.985 0.13
H 6.362 3.588 -0.905 0.18
C 5.957 -5.272 -3.426 -0.07
C 6.236 -6.368 -4.404 -0.32
O 4.994 -6.543 -5.055 0.14
C 4.387 -5.324 -5.012 -0.53
O 3.451 -5.015 -5.689 0.17
O 4.984 -4.495 -4.109 0.06
F 6.554 -7.520 -3.766 0.08
H 5.534 -5.640 -2.487 0.15
H 6.845 -4.679 -3.201 0.14
H 7.007 -6.128 -5.142 0.18
C -1.358 3.600 -2.548 -0.07
C -0.984 4.978 -2.994 -0.32
O -1.626 5.809 -2.048 0.14
C -1.688 5.073 -0.902 -0.53
O -1.918 5.531 0.178 0.17
O -1.450 3.752 -1.139 0.05
F -1.494 5.248 -4.220 0.08
H -2.325 3.277 -2.943 0.15
H -0.604 2.857 -2.815 0.14
H 0.091 5.177 -2.988 0.18
C -3.864 -5.632 -4.000 -0.06
C -3.760 -4.462 -3.075 -0.32
O -2.379 -4.159 -3.093 0.12
C -1.938 -4.551 -4.321 -0.50
O -0.893 -4.212 -4.799 0.14
O -2.833 -5.368 -4.941 0.09
F -4.110 -4.806 -1.814 0.08
H -3.664 -6.584 -3.499 0.15
H -4.837 -5.691 -4.489 0.15
H -4.332 -3.585 -3.392 0.18
C -5.571 3.857 4.327 -0.06
C -6.792 3.129 4.786 -0.32
O -7.385 2.697 3.577 0.14
C -6.351 2.537 2.704 -0.53
O -6.429 1.932 1.675 0.16
O -5.215 3.144 3.151 0.06
F -7.653 3.968 5.413 0.08
H -5.773 4.901 4.072 0.15
H -4.766 3.826 5.064 0.14
H -6.586 2.265 5.422 0.14
C -7.373 0.010 8.799 -0.06
C -6.089 -0.546 9.326 -0.32
O -5.174 -0.292 8.280 0.15
C -5.637 0.825 7.655 -0.52
O -4.989 1.491 6.900 0.16
O -6.927 1.098 8.000 0.07
F -6.177 -1.885 9.507 0.08
H -7.916 -0.702 8.172 0.15
H -8.036 0.354 9.594 0.15
H -5.737 -0.071 10.246 0.18
```

The calculation puts the HOMO energy at -8.19 eV. Its SMILES is CP(O)C1=C(CCC(=O)O)C(=O)c2ccccc2C1=O.O=C1OC[C@@H](F)O1.O=C1OC[C@@H](F)O1.O=C1OC[C@@H](F)O1.O=C1OC[C@@H](F)O1.O=C1OC[C@@H](F)O1.O=C1OC[C@@H](F)O1.



Here is a molecular structure, C32H31N4O7PPdS2 in a non-equilibrium geometry from the Open Molecules 2025 dataset. Energies are from ωB97M-V/def2-TZVPD.

XYZ file:
```
78
Properties=species:S:1:pos:R:3:lowdin_charge:R:1
Pd -0.339 -2.120 -0.160 0.34
O -0.725 -3.164 -2.521 -0.39
S -1.999 -3.694 -2.047 0.40
O -2.528 -4.738 -2.916 -0.38
O -2.030 -4.057 -0.637 -0.39
C -3.193 -2.330 -2.234 -0.22
C -4.331 -2.671 -2.979 -0.08
C -5.314 -1.742 -3.269 -0.10
C -5.168 -0.432 -2.839 -0.11
C -4.050 -0.090 -2.102 -0.13
C -3.055 -1.011 -1.754 -0.28
P -1.597 -0.392 -0.727 0.97
C -0.997 0.848 -1.967 -0.34
C -0.078 0.332 -2.885 -0.09
C 0.428 1.128 -3.902 -0.09
C 0.040 2.457 -4.010 -0.11
C -0.862 2.983 -3.097 -0.10
C -1.381 2.181 -2.085 -0.10
C -2.476 0.708 0.468 -0.36
C -3.772 0.480 0.936 -0.11
C -4.323 1.269 1.945 -0.12
C -3.585 2.297 2.515 -0.13
C -2.284 2.516 2.079 -0.10
C -1.738 1.725 1.078 -0.11
H -4.404 -3.685 -3.339 0.09
H -6.182 -2.039 -3.847 0.09
H -5.912 0.320 -3.080 0.09
H -3.934 0.940 -1.780 0.09
H 0.234 -0.705 -2.782 0.09
H 1.158 0.716 -4.586 0.10
H 0.462 3.085 -4.785 0.09
H -1.157 4.024 -3.163 0.09
H -2.083 2.610 -1.379 0.09
H -4.363 -0.318 0.506 0.10
H -5.334 1.072 2.283 0.09
H -4.013 2.911 3.299 0.09
H -1.683 3.299 2.528 0.10
H -0.714 1.898 0.763 0.10
N -2.256 -0.460 4.072 0.11
C -1.148 -1.103 3.499 -0.39
C -1.327 -2.172 2.616 -0.12
N -0.301 -2.766 2.021 0.00
C 0.929 -2.339 2.364 -0.12
C 1.087 -1.297 3.256 -0.16
N 0.057 -0.659 3.823 0.10
H -3.034 -0.396 3.428 0.05
H -1.988 0.470 4.371 0.07
H -2.320 -2.514 2.341 0.11
H 1.790 -2.790 1.888 0.08
H 2.085 -0.945 3.491 0.10
C 2.550 1.502 4.415 -0.07
C 2.927 1.554 2.956 -0.27
C 2.046 1.092 1.987 -0.04
C 2.385 1.102 0.643 -0.03
C 3.639 1.573 0.265 -0.27
C 4.534 2.049 1.217 -0.06
C 4.170 2.039 2.555 -0.05
S 4.065 1.614 -1.451 0.60
O 5.474 1.892 -1.544 -0.32
O 3.111 2.466 -2.096 -0.30
N 3.831 0.112 -1.995 -0.13
C 4.848 -0.916 -1.665 -0.22
C 4.170 -2.280 -1.603 -0.12
C 3.230 -2.283 -0.405 -0.69
O 3.613 -2.863 0.628 -0.04
O 2.193 -1.568 -0.547 -0.12
H 1.534 1.130 4.540 0.05
H 2.612 2.489 4.879 0.07
H 3.216 0.837 4.969 0.08
H 1.087 0.684 2.282 0.08
H 1.690 0.692 -0.075 0.10
H 5.506 2.399 0.899 0.10
H 4.872 2.392 3.303 0.10
H 2.899 -0.242 -1.754 0.07
H 5.315 -0.717 -0.695 0.12
H 5.628 -0.875 -2.425 0.10
H 4.942 -3.036 -1.460 0.11
H 3.619 -2.476 -2.525 0.12
```

The calculation puts the HOMO energy at -1.09 eV. Its net charge is -2. The energy relative to the best compared isomer or geometry (same formula, charge and spin) is 198.21 kJ/mol.



Here is a molecular structure, C32H31N9O2STl from the Open Molecules 2025 dataset. Energies are from ωB97M-V/def2-TZVPD.

XYZ file:
```
76
Properties=species:S:1:pos:R:3:lowdin_charge:R:1
Tl -0.386 -0.101 0.425 0.89
C -3.169 -1.991 1.245 -0.16
C -3.370 -2.549 -0.151 -0.12
C -3.320 -1.570 -1.301 -0.32
C -3.918 -1.944 -2.502 -0.01
C -3.880 -1.087 -3.583 -0.04
C -3.239 0.134 -3.433 -0.04
C -2.667 0.426 -2.212 -0.13
N -2.701 -0.396 -1.156 0.04
N -1.781 -1.788 1.724 -0.21
C -1.064 -3.056 1.849 -0.14
C 0.416 -2.881 2.108 -0.26
C 1.146 -3.920 2.670 0.00
C 2.505 -3.753 2.867 -0.03
C 3.094 -2.546 2.520 -0.03
C 2.294 -1.557 1.983 -0.11
N 0.988 -1.729 1.772 0.04
C -1.863 -1.149 3.042 -0.13
C -2.337 0.273 2.942 -0.27
C -3.025 0.868 3.987 0.01
C -3.367 2.206 3.896 -0.02
C -3.019 2.909 2.753 -0.02
C -2.347 2.240 1.750 -0.09
N -2.022 0.950 1.836 0.04
H -3.665 -2.659 1.962 0.14
H -3.678 -1.029 1.303 0.13
H -4.370 -2.989 -0.158 0.13
H -2.696 -3.383 -0.364 0.10
H -4.408 -2.907 -2.571 0.12
H -4.338 -1.364 -4.524 0.12
H -3.169 0.845 -4.245 0.11
H -2.117 1.346 -2.076 0.07
H -1.178 -3.624 0.927 0.10
H -1.497 -3.652 2.664 0.14
H 0.648 -4.840 2.949 0.12
H 3.096 -4.549 3.299 0.12
H 4.149 -2.368 2.670 0.11
H 2.699 -0.591 1.709 0.11
H -0.870 -1.138 3.494 0.12
H -2.531 -1.716 3.703 0.14
H -3.272 0.284 4.863 0.13
H -3.893 2.694 4.705 0.12
H -3.256 3.957 2.636 0.12
H -2.039 2.752 0.852 0.09
N 2.236 -3.214 -1.301 0.09
C 1.587 -2.025 -1.227 -0.84
S -0.153 -2.068 -1.241 0.75
N 2.326 -0.956 -1.136 0.03
N 1.592 0.192 -0.997 -0.03
C 2.057 1.278 -1.475 -0.17
C 3.372 1.382 -2.159 -0.20
C 3.431 1.831 -3.475 -0.03
C 4.655 1.939 -4.120 -0.07
C 5.824 1.621 -3.444 -0.07
C 5.768 1.185 -2.126 -0.07
C 4.546 1.056 -1.487 -0.03
C 1.213 2.502 -1.379 -0.22
C 1.807 3.757 -1.453 0.02
C 1.006 4.884 -1.408 -0.03
C -0.366 4.723 -1.330 -0.04
C -0.869 3.435 -1.267 -0.15
N -0.112 2.340 -1.268 0.09
H 1.720 -4.031 -1.572 0.08
H 3.224 -3.183 -1.500 0.11
H 2.518 2.090 -3.998 0.12
H 4.694 2.276 -5.147 0.11
H 6.780 1.714 -3.942 0.11
H 6.680 0.942 -1.597 0.11
H 4.497 0.700 -0.466 0.11
H 2.881 3.840 -1.539 0.13
H 1.447 5.872 -1.449 0.12
H -1.038 5.570 -1.324 0.11
H -1.942 3.277 -1.229 0.10
O 0.387 0.770 3.259 -0.08
N 0.918 1.649 2.623 -0.15
O 0.736 1.589 1.348 -0.24
```

The calculation puts the HOMO energy at -10.58 eV. Its net charge is +1. The energy relative to the best compared isomer or geometry (same formula, charge and spin) is 0.00 kJ/mol.



Here is 2 unconnected molecules or ions with the total composition C32H31OSi in a non-equilibrium geometry from the Open Molecules 2025 dataset. Energies are from ωB97M-V/def2-TZVPD.

XYZ file:
```
65
Properties=species:S:1:pos:R:3:lowdin_charge:R:1
C -2.215 -0.462 4.400 -0.04
C -1.006 -1.331 4.334 -0.46
C -1.030 -2.638 4.669 0.07
O 0.153 -0.698 3.949 -0.12
Si 1.073 -1.205 2.602 0.63
C 0.161 -2.553 1.730 -0.23
C -0.828 -2.233 0.788 -0.09
C -1.585 -3.248 0.195 -0.09
C -1.353 -4.586 0.540 -0.08
C -0.374 -4.909 1.484 -0.06
C 0.387 -3.893 2.070 -0.11
C 1.236 0.259 1.482 -0.23
C 2.338 0.339 0.615 -0.07
C 2.466 1.416 -0.269 -0.07
C 1.491 2.421 -0.287 -0.08
C 0.390 2.347 0.577 -0.10
C 0.268 1.271 1.463 -0.10
C 2.738 -1.803 3.110 -0.24
C 3.396 -2.769 2.332 -0.11
C 4.662 -3.238 2.701 -0.07
C 5.287 -2.714 3.838 -0.08
C 4.650 -1.723 4.597 -0.07
C 3.379 -1.266 4.234 -0.07
H -3.091 -1.088 4.612 0.08
H -2.113 0.298 5.191 0.10
H -2.381 0.057 3.444 0.06
H -0.125 -3.248 4.711 0.07
H -1.973 -3.060 5.001 0.07
H -1.002 -1.189 0.514 0.09
H -2.351 -2.983 -0.536 0.09
H -1.938 -5.381 0.074 0.10
H -0.193 -5.943 1.781 0.11
H 1.134 -4.151 2.824 0.11
H 3.097 -0.445 0.629 0.10
H 3.327 1.466 -0.938 0.11
H 1.589 3.264 -0.972 0.10
H -0.379 3.122 0.574 0.09
H -0.587 1.235 2.142 0.09
H 2.918 -3.174 1.438 0.10
H 5.145 -4.011 2.099 0.11
H 6.274 -3.077 4.132 0.11
H 5.140 -1.305 5.479 0.11
H 2.885 -0.491 4.822 0.11
C -4.272 0.334 0.213 -0.09
C -4.002 1.549 -0.751 -0.12
C -4.213 2.743 0.136 0.07
C -4.579 2.360 1.418 0.02
C -4.646 0.946 1.527 -0.08
C -5.262 0.218 2.595 -0.18
C -5.526 0.847 3.842 0.00
C -6.205 0.171 4.849 -0.04
C -6.656 -1.141 4.637 -0.02
C -6.395 -1.787 3.419 -0.04
C -5.693 -1.128 2.419 0.02
H -5.054 -0.312 -0.208 0.14
H -3.373 -0.293 0.301 0.13
H -2.993 1.478 -1.182 0.13
H -4.706 1.513 -1.598 0.14
H -4.089 3.757 -0.241 0.13
H -4.814 3.027 2.248 0.12
H -5.185 1.874 3.993 0.12
H -6.391 0.674 5.801 0.12
H -7.206 -1.661 5.421 0.12
H -6.739 -2.809 3.245 0.12
H -5.486 -1.628 1.470 0.12
```

The calculation puts the HOMO energy at -10.78 eV. Its net charge is +1. The energy relative to the best compared isomer or geometry (same formula, charge and spin) is 54.92 kJ/mol.